a) This record from the OMol25 dataset describes a cluster of 2 separate species, C5H14N in total. The level of theory is the ωB97M-V functional and the def2-TZVPD basis.

CARTESIAN COORDINATES (ANGSTROEM)
C  2.207  0.433  -0.720
C  0.758  0.394  -0.073
C  -0.282  -0.091  -1.224
C  -1.665  -0.386  -0.711
C  -2.282  0.725  0.116
N  0.633  -0.469  0.896
H  2.518  -0.556  -1.039
H  2.862  0.758  0.078
H  2.171  1.129  -1.548
H  0.500  1.414  0.179
H  -0.245  0.722  -1.951
H  0.104  -0.991  -1.688
H  -2.318  -0.691  -1.523
H  -1.520  -1.242  -0.041
H  -2.326  1.646  -0.471
H  -3.295  0.522  0.457
H  -1.656  0.951  0.979
H  1.904  -1.914  2.912
H  0.340  -0.184  1.844
H  1.592  -2.170  3.529

Lowest unoccupied orbital energy (eV): -8.40
HOMO-LUMO gap (eV): 7.716
Net charge: +1

b) This record from the OMol25 dataset describes a cluster of 3 separate species, C5H14N in total. The level of theory is the ωB97M-V functional and the def2-TZVPD basis.

CARTESIAN COORDINATES (ANGSTROEM)
C  0.269  -0.014  0.715
C  -0.416  -0.740  -0.307
C  0.297  -2.019  -0.933
C  0.103  0.484  -0.985
C  -0.822  1.563  -1.452
N  -0.131  -0.150  2.046
H  2.502  2.373  0.070
H  1.420  1.916  3.790
H  -1.503  -0.869  -0.221
H  -0.202  -2.361  -1.903
H  0.216  -2.927  -0.200
H  1.378  -1.841  -0.883
H  1.105  0.334  -1.377
H  2.578  1.637  0.102
H  -1.858  1.197  -1.655
H  -0.282  1.977  -2.299
H  -0.960  2.284  -0.575
H  0.777  2.247  3.943
H  -1.062  0.140  2.298
H  0.216  -1.017  2.487

Lowest unoccupied orbital energy (eV): -6.87
HOMO-LUMO gap (eV): 6.941
Net charge: +1

c) This record from the OMol25 dataset describes a cluster of 2 separate species, C5H14N in total. The level of theory is the ωB97M-V functional and the def2-TZVPD basis.

CARTESIAN COORDINATES (ANGSTROEM)
C  0.850  -2.683  -1.362
C  -0.257  -2.367  -1.991
N  1.293  -1.872  -0.204
H  1.477  -3.546  -1.533
H  -0.618  -2.981  -2.800
H  -0.824  -1.493  -1.693
H  0.605  -1.141  0.023
H  1.439  -2.463  0.619
H  2.196  -1.405  -0.338
C  -0.970  2.772  0.106
C  -0.686  2.037  1.410
C  -0.044  0.674  1.177
H  -0.058  2.855  -0.493
H  -1.302  3.794  0.279
H  -1.717  2.259  -0.503
H  -1.624  1.868  1.941
H  -0.052  2.654  2.042
H  0.137  0.176  2.128
H  -0.736  0.068  0.578
H  0.891  0.791  0.616

Lowest unoccupied orbital energy (eV): -3.57
HOMO-LUMO gap (eV): 11.291
Net charge: +1

Which one sits at the bottom of the stability order? b) does.

a) This record from the OMol25 dataset describes a cluster of 2 separate species, C4H3O3 in total. The level of theory is the ωB97M-V functional and the def2-TZVPD basis.

CARTESIAN COORDINATES (ANGSTROEM)
C  -0.607  0.327  0.354
C  -0.503  -0.655  -0.855
C  -1.866  0.705  0.611
C  1.516  0.176  0.340
O  -2.978  0.958  0.832
O  -0.316  -0.148  -1.940
O  -0.416  -1.770  -0.446
H  1.423  -0.540  -0.430
H  1.790  -0.156  1.358
H  1.957  1.103  0.176

Lowest unoccupied orbital energy (eV): 3.61
HOMO-LUMO gap (eV): 6.887
Net charge: -1

b) This record from the OMol25 dataset describes a structure of composition C4H3O3. The level of theory is the ωB97M-V functional and the def2-TZVPD basis.

CARTESIAN COORDINATES (ANGSTROEM)
C  0.300  -1.163  -0.590
C  1.298  -0.334  -0.116
C  -0.766  -0.532  -0.068
C  0.176  0.586  0.362
O  2.505  -0.323  0.169
O  -1.963  -0.837  0.183
O  0.173  1.764  -0.467
H  0.375  -2.076  -1.074
H  0.080  0.844  1.460
H  0.170  1.450  -1.318

Lowest unoccupied orbital energy (eV): 4.16
HOMO-LUMO gap (eV): 8.199
Net charge: -1

Which one sits at the bottom of the stability order? a) does.

a) This record from the OMol25 dataset describes the ion CH7N6 with charge +1. The level of theory is the ωB97M-V functional and the def2-TZVPD basis.

CARTESIAN COORDINATES (ANGSTROEM)
N  -1.598  -0.002  0.774
N  -1.463  -0.268  -0.583
C  -0.116  -0.107  -0.992
N  0.907  -1.205  -0.266
N  1.624  -0.534  0.461
N  1.641  0.788  0.167
N  0.549  1.073  -0.582
H  -1.548  -0.839  1.338
H  -2.570  0.307  0.872
H  -1.923  -1.150  -0.974
H  0.108  -0.214  -1.997
H  2.273  -0.827  1.183
H  2.275  1.301  0.734
H  -0.158  1.677  -0.136

Lowest unoccupied orbital energy (spin up / spin down) (eV): -4.83 / -4.83
HOMO-LUMO gap (spin up / spin down) (eV): 9.026 / 9.029
SMILES string: NN[C@@H]1N=[NH+]NN1
Net charge: +1

b) This record from the OMol25 dataset describes the ion CH7N6 with charge +1. The level of theory is the ωB97M-V functional and the def2-TZVPD basis.

CARTESIAN COORDINATES (ANGSTROEM)
N  1.196  -1.238  0.533
C  0.556  0.007  -0.467
N  1.065  1.177  0.257
N  -0.878  0.108  -0.471
N  -1.474  0.652  0.697
N  -2.551  0.034  0.520
N  -2.075  -0.722  -0.538
H  1.731  -1.840  -0.109
H  0.629  -1.838  1.070
H  0.881  -0.024  -1.406
H  0.226  1.926  0.477
H  1.660  1.862  -0.222
H  1.629  0.760  1.044
H  -2.594  -0.865  -1.384

Lowest unoccupied orbital energy (eV): -3.67
HOMO-LUMO gap (eV): 10.741
SMILES string: N[C@H]([NH3+])n1nn[nH]1
Net charge: +1

Which one sits at the bottom of the stability order? b) does.

a) This record from the OMol25 dataset describes the molecule C3H6ClNO. The level of theory is the ωB97M-V functional and the def2-TZVPD basis.

CARTESIAN COORDINATES (ANGSTROEM)
N  0.336  2.303  -0.967
C  -0.052  1.034  -0.992
O  -1.093  0.637  -1.514
C  0.880  -0.192  -0.544
C  0.032  -1.288  0.102
Cl  -0.123  -1.162  1.873
H  1.300  2.515  -1.262
H  -0.356  2.940  -1.266
H  1.722  0.067  0.113
H  1.119  -0.667  -1.507
H  0.530  -2.259  -0.099
H  -0.993  -1.381  -0.343

Lowest unoccupied orbital energy (eV): 0.75
HOMO-LUMO gap (eV): 10.708
SMILES string: NC(=O)CCCl

b) This record from the OMol25 dataset describes a structure of composition C3H6ClNO. The level of theory is the ωB97M-V functional and the def2-TZVPD basis.

CARTESIAN COORDINATES (ANGSTROEM)
C  0.636  -0.759  -0.253
C  -1.407  1.043  -0.614
C  -0.511  0.601  0.469
N  1.021  -1.403  0.900
O  -0.305  0.882  1.589
Cl  1.857  0.586  -0.826
H  -1.799  2.047  -0.457
H  -0.886  0.985  -1.567
H  -2.228  0.329  -0.655
H  0.790  -1.597  -1.230
H  0.932  -0.817  1.727
H  1.900  -1.897  0.917

Lowest unoccupied orbital energy (eV): 0.86
HOMO-LUMO gap (eV): 10.021

Which one sits at the bottom of the stability order? b) does.